Computed, not measured: a 8-piece molecular cluster, H16O8 overall, with ωB97M-V/def2-TZVPD.

```
24
Properties=species:S:1:pos:R:3:mulliken_charge:R:1
O -0.7734 -0.5203 0.3144 -0.72
H 0.1785 -0.6153 0.1499 0.38
H -0.8658 0.1502 1.0012 0.32
O 2.1929 -0.6852 -0.0020 -0.75
H 2.2103 -1.5365 -0.4643 0.33
H 2.3604 -0.0282 -0.6876 0.32
O -1.5296 1.5490 -2.1235 -0.63
H -1.4781 1.0426 -1.3022 0.35
H -1.6579 2.4575 -1.8342 0.31
O 0.0491 2.8659 0.5015 -0.60
H 0.6366 3.2911 1.1374 0.29
H 0.6193 2.5723 -0.2168 0.29
O -1.5425 -3.1494 -0.0493 -0.69
H -1.2772 -2.2555 0.2450 0.41
H -2.4804 -3.2256 0.1435 0.30
O 3.2049 -0.0329 2.5645 -0.65
H 2.6948 -0.2621 1.7695 0.38
H 4.1170 -0.2272 2.3315 0.30
O -2.7573 2.8202 0.7749 -0.62
H -1.7873 2.7984 0.8258 0.32
H -2.9550 3.6202 0.2794 0.30
O 0.5856 -3.3246 -1.9202 -0.64
H 0.3728 -4.2352 -2.1410 0.30
H -0.1175 -3.0694 -1.2973 0.39
```

## Properties
Net charge = 0
F_max = 0.5 eV Å⁻¹
LUMO energy = -0.160 eV
ΔE to the lowest compared entry with this formula, charge and spin = 165.1 kJ/mol
HOMO-LUMO gap = 10.993 eV
Structure (SMILES) = O.O.O.O.O.O.O.O
Electronic energy = -16640.2998 eV